# C12H14F5O3PSSr

C12H14F5O3PSSr as an isolated structure in a non-equilibrium geometry (ωB97M-V/def2-TZVPD, the Open Molecules 2025 dataset).

Strongest force on any atom in eV/A: 6.05
DFT total energy in eV: -53340.8361
Total charge: +2

Last column: Löwdin charge in e.
Cartesian coordinates (Å):
O (3.2653, 3.6301, -0.5354)  -0.238
S (2.0026, 3.0279, -0.1605)  0.716
O (0.8904, 3.4307, -0.9678)  -0.203
O (1.6617, 3.6068, 1.4548)  -0.567
C (2.1237, 1.2157, -0.0101)  -0.233
C (2.1243, 0.4459, -1.3878)  -0.182
C (1.7036, -1.0637, -1.2723)  -0.223
C (2.2730, -1.8263, -0.0024)  -0.392
P (0.9928, -2.7845, 0.9966)  1.017
C (-0.1120, -1.5756, 1.9461)  -0.616
F (0.5635, -0.4453, 2.4488)  -0.026
F (-0.5900, -2.2657, 3.0669)  -0.009
C (-1.3702, -1.2367, 1.0919)  -0.164
C (-2.5653, -2.0661, 1.2967)  0.005
C (-3.7891, -1.8455, 0.5093)  -0.014
C (-3.8091, -0.7956, -0.4920)  0.015
C (-2.6502, 0.0612, -0.6898)  -0.076
C (-2.5882, 1.2028, -1.7397)  -0.489
F (-1.3750, 1.8658, -1.7278)  0.077
F (-2.6662, 0.5994, -2.9866)  0.107
F (-3.6019, 2.0977, -1.6480)  0.147
C (-1.4639, -0.1764, 0.1070)  0.007
H (1.4617, 2.7770, 1.9737)  0.069
H (1.2958, 0.8367, 0.6439)  0.080
H (3.1211, 1.0090, 0.4802)  0.124
H (1.3463, 0.9482, -2.0371)  0.125
H (3.0838, 0.5764, -1.9609)  0.140
H (0.5930, -1.2242, -1.3491)  0.097
H (2.1240, -1.5820, -2.1805)  0.129
H (2.9927, -2.6123, -0.3687)  0.086
H (2.8518, -1.1937, 0.7142)  0.062
H (0.1278, -3.4377, 0.0715)  -0.016
H (-2.6171, -2.9001, 2.0307)  0.121
H (-4.6612, -2.5131, 0.6794)  0.118
H (-4.7050, -0.6016, -1.1276)  0.133
H (-0.5677, 0.4766, -0.0364)  0.087
Sr (2.5333, 4.3383, 3.1689)  1.988


# C12H14FN3

A 4-piece molecular cluster, C12H14FN3 overall in a non-equilibrium geometry (ωB97M-V/def2-TZVPD, the Open Molecules 2025 dataset).

Strongest force on any atom in eV/A: 10.38
DFT total energy in eV: -19851.5856
Structure (SMILES): Fc1ccccc1.CC#N.CC#N.CC#N
Total charge: 0
ΔE to the lowest compared entry with this formula, charge and spin in kJ/mol: 529.3

Last column: natural (NBO) charge in e.
Cartesian coordinates (Å):
F (1.0577, -1.0530, 0.3935)  -0.305
C (1.2389, 0.2012, 0.0183)  0.353
C (2.3141, 0.4198, -0.8693)  -0.224
C (2.5575, 1.6802, -1.3793)  -0.207
C (1.7859, 2.7988, -0.9581)  -0.196
C (0.6998, 2.5457, -0.1061)  -0.199
C (0.4239, 1.2601, 0.3463)  -0.298
H (2.9787, -0.3733, -1.1788)  0.223
H (3.3442, 1.8727, -2.0938)  0.226
H (1.9375, 3.8401, -1.2010)  0.227
H (0.1860, 3.4471, 0.1937)  0.228
H (-0.3592, 1.0653, 1.0642)  0.232
C (-1.2121, -0.7627, 1.9578)  -0.738
C (-2.3983, -1.6602, 1.8788)  0.292
N (-3.3668, -2.3438, 1.8852)  -0.317
H (-1.4774, 0.2366, 1.6129)  0.222
H (-0.4581, -1.1502, 1.2727)  0.268
H (-0.7925, -0.6697, 2.9595)  0.251
C (-2.1262, 1.0146, -0.3321)  -0.746
C (-2.8792, 0.8464, -1.5733)  0.292
N (-3.3880, 0.7198, -2.6300)  -0.327
H (-1.7550, 0.0232, -0.0721)  0.262
H (-2.7197, 1.4958, 0.4452)  0.252
H (-1.2398, 1.6129, -0.5431)  0.266
C (1.4329, -2.8282, -0.2075)  -0.786
C (-0.0208, -2.7927, -0.1014)  0.305
N (-1.1825, -2.6771, -0.0327)  -0.369
H (1.7036, -3.3073, -1.1483)  0.249
H (1.8182, -3.6080, 0.4494)  0.252
H (1.8968, -1.8543, -0.0508)  0.312


# C12H14HgN5

C12H14HgN5 as an isolated structure in a non-equilibrium geometry (ωB97M-V/def2-TZVPD, the Open Molecules 2025 dataset).

<S²>: 0.76
Strongest force on any atom in eV/A: 2.15
DFT total energy in eV: -24295.1363
Multiplicity: 2
Total charge: 0

Last column: natural (NBO) charge in e.
Cartesian coordinates (Å):
Hg (7.4345, 6.6313, 3.6081)  0.003
N (8.6356, 12.2355, 4.7659)  -0.506
C (9.9741, 11.9084, 4.8028)  -0.116
C (10.0062, 10.5410, 4.6324)  -0.085
N (8.7206, 10.0523, 4.5227)  -0.418
C (7.9088, 11.0968, 4.6209)  0.282
C (6.4772, 11.0775, 4.5812)  0.276
N (5.7210, 10.0650, 4.2001)  -0.401
C (4.4715, 10.4030, 4.5332)  -0.077
C (4.4293, 11.6554, 5.1279)  -0.119
N (5.7344, 12.1058, 5.0954)  -0.517
H (8.2528, 13.1108, 4.9198)  0.399
H (10.7454, 12.6211, 5.0197)  0.221
H (10.8642, 9.8751, 4.5740)  0.218
H (3.6976, 9.6755, 4.4147)  0.214
H (3.6163, 12.1848, 5.5538)  0.220
H (6.0891, 12.8716, 5.6544)  0.412
C (6.8868, 10.0189, 7.7186)  -0.675
C (7.0177, 8.6223, 8.1503)  0.300
C (7.2771, 8.1660, 9.4936)  -0.280
C (7.3454, 6.8143, 9.4212)  -0.287
C (7.1368, 6.4751, 8.0520)  0.294
C (7.2915, 5.1260, 7.4424)  -0.672
N (6.9503, 7.5796, 7.3050)  -0.524
H (6.7553, 10.7459, 8.5269)  0.215
H (6.0931, 10.0802, 6.9789)  0.242
H (7.8142, 10.2537, 7.2072)  0.246
H (7.3236, 8.7560, 10.4243)  0.217
H (7.4735, 6.0818, 10.2185)  0.218
H (6.8964, 4.2992, 8.0314)  0.221
H (8.3482, 4.7965, 7.3279)  0.238
H (6.7782, 5.0296, 6.5061)  0.241


# C12H14I2N2Sn

C12H14I2N2Sn as an isolated structure in a non-equilibrium geometry (ωB97M-V/def2-TZVPD, the Open Molecules 2025 dataset).

Strongest force on any atom in eV/A: 3.55
DFT total energy in eV: -37681.6722
Total charge: 0
ΔE to the lowest compared entry with this formula, charge and spin in kJ/mol: 100.1

Last column: natural (NBO) charge in e.
Cartesian coordinates (Å):
C (0.2623, 1.1594, 3.4024)  -0.920
C (0.3115, -1.0798, 3.4402)  -0.913
H (1.3223, 1.4227, 3.4561)  0.213
H (-0.1316, 0.8709, 4.3825)  0.224
H (-0.2841, 2.0464, 3.0913)  0.191
H (0.4152, -2.0789, 3.0273)  0.183
H (1.2067, -0.8784, 4.0281)  0.222
H (-0.6134, -1.0690, 4.0186)  0.212
C (0.1654, 2.6759, -0.2550)  0.091
C (0.2376, 3.4840, -1.3839)  -0.258
C (0.1453, 2.8769, -2.6458)  -0.157
C (-0.0141, 1.4928, -2.7491)  -0.198
H (0.2417, 3.0785, 0.7616)  0.228
H (0.3675, 4.5664, -1.2703)  0.236
H (0.2024, 3.4837, -3.5548)  0.229
H (-0.0862, 0.9811, -3.6980)  0.221
N (0.0084, 1.3481, -0.3768)  -0.543
C (-0.0787, 0.7214, -1.5805)  0.163
C (-0.2189, -0.7425, -1.5778)  0.147
N (-0.1974, -1.3655, -0.3669)  -0.539
C (-0.3087, -2.7017, -0.2231)  0.085
C (-0.4891, -2.9099, -2.6110)  -0.162
C (-0.4585, -3.5203, -1.3479)  -0.253
H (-0.2784, -3.0927, 0.7942)  0.227
H (-0.5457, -4.5925, -1.2194)  0.235
C (-0.3700, -1.5251, -2.7245)  -0.195
H (-0.3946, -1.0089, -3.6888)  0.221
H (-0.6054, -3.5179, -3.5063)  0.229
Sn (0.0511, -0.0181, 1.3915)  1.347
I (2.7936, -0.1988, 1.1958)  -0.392
I (-2.6562, 0.0917, 1.7904)  -0.376


# C12H14N2

One molecule with the formula C12H14N2 in a non-equilibrium geometry (ωB97M-V/def2-TZVPD, the Open Molecules 2025 dataset).

Strongest force on any atom in eV/A: 2.81
DFT total energy in eV: -15650.8640
Structure (SMILES): Cn1c2c(c3ccccc31)CCNC2
Total charge: 0
ΔE to the lowest compared entry with this formula, charge and spin in kJ/mol: 111.5

Last column: natural (NBO) charge in e.
Cartesian coordinates (Å):
C (-0.1950, 2.8291, 0.0802)  -0.406
N (-0.1501, 1.3839, -0.0306)  -0.360
C (0.9698, 0.5923, -0.0923)  0.163
C (0.6461, -0.7576, -0.0709)  -0.118
C (-0.8060, -0.8241, -0.0120)  -0.014
C (-1.8218, -1.8476, -0.0727)  -0.214
C (-3.1467, -1.4515, -0.0671)  -0.247
C (-3.5193, -0.0673, 0.0338)  -0.218
C (-2.5773, 0.9539, 0.0473)  -0.246
C (-1.2487, 0.5226, 0.0052)  0.119
C (1.6812, -1.8568, 0.0925)  -0.439
C (3.0889, -1.2158, 0.3083)  -0.214
N (3.3110, 0.0297, -0.3279)  -0.611
C (2.3624, 1.1061, -0.0010)  -0.258
H (-0.3086, 3.3419, -0.9093)  0.203
H (-1.0248, 3.1625, 0.7473)  0.218
H (0.8429, 3.1586, 0.5344)  0.212
H (-1.4809, -2.8752, -0.2031)  0.213
H (-3.8843, -2.2481, -0.0975)  0.213
H (-4.6330, 0.1575, 0.0527)  0.213
H (-2.9214, 2.0074, 0.1861)  0.221
H (1.7178, -2.4298, -0.7953)  0.204
H (1.3457, -2.4689, 0.9877)  0.217
H (3.9120, -1.8876, 0.0454)  0.205
H (3.3031, -1.0693, 1.4075)  0.183
H (3.3183, -0.1041, -1.3748)  0.353
H (2.5118, 1.9667, -0.6308)  0.210
H (2.5739, 1.4929, 1.0516)  0.197


# C12H14N2O2

One molecule with the formula C12H14N2O2 (ωB97M-V/def2-TZVPD, the Open Molecules 2025 dataset).

Strongest force on any atom in eV/A: 0.82
DFT total energy in eV: -19746.2207
Structure (SMILES): CCOC(=O)N/N=C1\CCc2ccccc21
Total charge: 0
ΔE to the lowest compared entry with this formula, charge and spin in kJ/mol: 106.2

Last column: natural (NBO) charge in e.
Cartesian coordinates (Å):
C (-3.1903, -2.0304, -1.0379)  -0.626
C (-3.6468, -0.6513, -0.5995)  -0.064
O (-2.4923, 0.1444, -0.3272)  -0.528
C (-2.7443, 1.3411, 0.2322)  0.869
O (-3.8481, 1.7446, 0.5132)  -0.642
N (-1.6336, 2.1040, 0.4348)  -0.472
N (-0.3169, 1.9220, 0.1038)  -0.261
C (0.3362, 0.8578, 0.3458)  0.246
C (-0.0574, -0.4299, 1.0262)  -0.478
C (1.2574, -1.1798, 1.2933)  -0.427
C (2.2889, -0.4089, 0.5264)  0.004
C (3.6205, -0.7128, 0.3236)  -0.209
C (4.4023, 0.1682, -0.4097)  -0.192
C (3.8634, 1.3385, -0.9272)  -0.218
C (2.5305, 1.6508, -0.7263)  -0.188
C (1.7471, 0.7663, 0.0012)  -0.029
H (-4.0552, -2.6258, -1.3151)  0.220
H (-2.5262, -1.9485, -1.8945)  0.215
H (-2.6623, -2.5325, -0.2309)  0.208
H (-4.2320, -0.1617, -1.3859)  0.187
H (-4.2657, -0.7004, 0.3029)  0.195
H (-1.8432, 3.0833, 0.5902)  0.406
H (-0.7044, -1.0023, 0.3606)  0.251
H (-0.6239, -0.2235, 1.9362)  0.231
H (1.5046, -1.1759, 2.3578)  0.220
H (1.2128, -2.2218, 0.9717)  0.219
H (4.0473, -1.6197, 0.7269)  0.211
H (5.4446, -0.0592, -0.5792)  0.213
H (4.4932, 2.0091, -1.4929)  0.214
H (2.0940, 2.5543, -1.1206)  0.228


# C12H14N2O4S

One molecule with the formula C12H14N2O4S (ωB97M-V/def2-TZVPD, the Open Molecules 2025 dataset).

Strongest force on any atom in eV/A: 0.70
DFT total energy in eV: -34678.1920
Structure (SMILES): O=C(O)C[C@H](NC(=S)NCc1ccccc1)C(=O)O
Total charge: 0
ΔE to the lowest compared entry with this formula, charge and spin in kJ/mol: 0.0

Last column: natural (NBO) charge in e.
Cartesian coordinates (Å):
O (-3.4181, -1.9876, -0.6096)  -0.608
C (-2.6735, -1.8446, 0.3206)  0.824
O (-2.0328, -2.8477, 0.9212)  -0.685
C (-2.4466, -0.5250, 1.0388)  -0.521
C (-2.3671, 0.6352, 0.0280)  -0.159
N (-1.0170, 1.0906, -0.1771)  -0.606
C (-0.0752, 0.3921, -0.8508)  0.304
S (-0.3449, -1.1704, -1.3252)  -0.276
N (1.0741, 1.0502, -1.1106)  -0.586
C (2.2729, 0.4084, -1.6085)  -0.269
C (3.2759, 0.1904, -0.5049)  0.047
C (2.9780, -0.6896, 0.5294)  -0.243
C (3.8731, -0.8786, 1.5660)  -0.192
C (5.0761, -0.1917, 1.5791)  -0.218
C (5.3795, 0.6849, 0.5521)  -0.207
C (4.4807, 0.8785, -0.4832)  -0.245
C (-3.1796, 1.8407, 0.4645)  0.799
O (-2.7333, 2.9579, 0.5202)  -0.605
O (-4.4341, 1.5384, 0.7684)  -0.668
H (-2.1706, -3.6738, 0.4320)  0.498
H (-3.2987, -0.3825, 1.7060)  0.250
H (-1.5341, -0.5844, 1.6300)  0.246
H (-2.8053, 0.2625, -0.9145)  0.274
H (-0.8783, 2.0762, 0.0181)  0.417
H (1.1987, 1.9630, -0.6953)  0.388
H (1.9591, -0.5494, -2.0337)  0.257
H (2.7000, 1.0309, -2.4000)  0.202
H (2.0433, -1.2305, 0.5111)  0.229
H (3.6344, -1.5666, 2.3636)  0.212
H (5.7767, -0.3414, 2.3872)  0.213
H (6.3171, 1.2212, 0.5569)  0.213
H (4.7211, 1.5638, -1.2841)  0.208
H (-4.9338, 2.3343, 1.0125)  0.507


# C12H14N2S

One molecule with the formula C12H14N2S in a non-equilibrium geometry (ωB97M-V/def2-TZVPD, the Open Molecules 2025 dataset).

Strongest force on any atom in eV/A: 5.10
DFT total energy in eV: -26482.1169
Total charge: 0
ΔE to the lowest compared entry with this formula, charge and spin in kJ/mol: 420.9

Last column: natural (NBO) charge in e.
Cartesian coordinates (Å):
C (2.9069, -1.7532, -0.5051)  0.416
C (-4.2632, -0.1362, 0.2267)  -0.206
C (-3.5808, -1.3450, 0.0953)  -0.195
C (-3.5381, 0.9998, -0.0897)  -0.201
C (-2.2962, -1.3167, -0.4131)  -0.212
C (-2.2741, 1.0119, -0.6578)  -0.195
C (-1.5729, -0.1886, -0.8068)  -0.010
C (3.5414, 0.6175, -0.7470)  -0.239
C (3.1482, 1.5487, 0.4029)  -0.473
C (0.8209, 0.0718, -0.0228)  0.222
C (0.5815, -0.7864, 1.1400)  -0.755
C (-0.0771, -0.3569, -1.1554)  -0.537
N (2.7337, -2.8068, -0.0480)  -0.461
N (2.7792, -0.5420, -0.9332)  -0.528
S (1.3247, 1.8018, 0.1329)  0.215
H (-5.1766, 0.0642, 0.6342)  0.213
H (-4.0874, -2.1895, 0.4229)  0.215
H (-3.7906, 2.0339, 0.0343)  0.210
H (-1.8329, -2.2088, -0.4738)  0.201
H (-1.8845, 1.9136, -0.8061)  0.199
H (3.5648, 1.3372, -1.5565)  0.201
H (4.5231, 0.1953, -0.5529)  0.226
H (3.2526, 1.2198, 1.5104)  0.224
H (3.5186, 2.4971, 0.3003)  0.223
H (0.8670, -0.4382, 2.0118)  0.220
H (1.1488, -1.6542, 0.8721)  0.281
H (-0.4527, -0.8955, 1.2767)  0.250
H (0.0009, -1.3874, -1.3511)  0.246
H (0.3447, 0.1134, -2.1654)  0.250


Look up the total charge of the first one. +2


Which of these has the lowest strongest force on any atom? C12H14N2O4S


DFT total energy of number 5 (C12H14N2)? -15650.8640 eV


The lowest strongest force on any atom belongs to which entry? C12H14N2O4S